Record 1
The following is a quantum chemistry calculation of a 2-piece molecular cluster, C4H8O3S overall, from the OMol25 dataset.

energy relative to the best compared isomer or geometry (same formula, charge and spin): 88.4 kcal per mole
Kohn-Sham gap: 10.93 eV
2S+1: 1
highest occupied orbital energy: -10.7 eV

Structure (XYZ):
```
16
Properties=species:S:1:pos:R:3:forces:R:3
C -0.8716 0.7660 1.3316 -0.2157 -0.2332 0.1896
C 0.0822 1.8476 0.8886 0.4485 0.0765 0.0398
C -0.1346 0.6499 0.0698 -1.9351 0.3571 -4.5489
C 0.0366 -2.1051 -0.5659 0.2911 0.7065 0.0907
O 1.9696 -0.7410 0.6458 -0.1396 -0.0464 0.2135
O 1.5387 -0.2435 -1.7348 -0.2068 0.0046 -0.1118
O -1.0900 0.9326 -1.5776 1.4376 -0.6671 4.3230
S 1.0344 -0.5985 -0.4380 -0.0726 -0.1670 0.2679
H -0.5669 0.0911 2.1220 0.0683 0.0027 0.0117
H -1.9310 0.9748 1.3064 -0.0186 0.0402 -0.1833
H -0.3405 2.7789 0.5436 -0.0888 -0.0758 -0.1878
H 1.0494 1.9400 1.3625 0.0295 -0.0721 0.1278
H 0.1759 -2.6741 0.3439 0.0145 -0.0220 0.1564
H -0.9971 -1.8085 -0.6956 -0.1530 0.0489 -0.1076
H 0.3864 -2.6595 -1.4289 0.0974 0.0331 -0.1059
H -0.3417 0.8493 -2.1735 0.4433 0.0141 -0.1750
```
Forces are in eV/Å.

Atom charges from the natural (NBO) analysis, given in e for atoms 1 to 6: -0.450 -0.435 -0.011 -0.865 -0.938 -0.935

---

Record 2
The following is a quantum chemistry calculation of an isolated molecule of C4H8O3S, from the OMol25 dataset.

energy relative to the best compared isomer or geometry (same formula, charge and spin): 27.3 kcal per mole
Kohn-Sham gap: 10.14 eV
2S+1: 1
highest occupied orbital energy: -9.4 eV

Structure (XYZ):
```
16
Properties=species:S:1:pos:R:3:forces:R:3
C 2.5135 0.4415 0.5636 -0.7092 -3.3460 -1.7674
O 1.2179 -0.2679 0.4959 -0.0778 1.1906 0.6108
C 0.2923 0.4860 -0.0754 -1.3405 0.1892 0.0581
O 0.4963 1.5984 -0.5222 0.0167 -0.3808 0.2710
C -1.1949 -0.1074 -0.2064 2.7986 -0.9142 1.3552
C -1.1402 -1.5841 -0.5152 2.5814 -0.7823 1.4717
O -1.7418 0.5731 -1.2141 -2.5669 -1.7728 -1.1907
S -2.0948 0.1422 1.4350 0.5777 -0.7845 -0.6835
H 3.1558 -0.3412 0.9611 0.3804 0.2853 -0.5512
H 2.5976 1.2959 1.1014 -0.7251 2.3797 2.4364
H 2.6200 0.8106 -0.4345 1.0995 -0.3887 -0.7910
H -0.7073 -1.8007 -1.5335 -0.4107 0.2257 1.2366
H -2.1099 -1.9247 -0.4059 -2.1442 -0.9518 -0.4282
H -0.5910 -2.1423 0.3671 -0.6222 1.1088 -1.9970
H -1.3351 1.3949 -1.2446 1.2891 2.8525 -0.2782
H -1.9783 1.4257 1.2276 -0.1466 1.0895 0.2475
```
Forces are in eV/Å.

Atom charges from the natural (NBO) analysis, given in e for atoms 1 to 6: -0.260 -0.485 0.764 -0.640 0.120 -0.640

---

Record 3
The following is a quantum chemistry calculation of C4H8O3S as an isolated structure, from the OMol25 dataset.

energy relative to the best compared isomer or geometry (same formula, charge and spin): 124.6 kcal per mole
Kohn-Sham gap: 7.05 eV
2S+1: 1
highest occupied orbital energy: -7.6 eV

Structure (XYZ):
```
16
Properties=species:S:1:pos:R:3:forces:R:3
C 1.1937 0.6737 0.6229 0.3295 0.2254 0.0659
C 1.3727 -0.7586 0.0094 -0.5274 -2.5449 -0.5045
C -1.1105 -1.2132 -0.0594 0.4939 1.5475 -1.1570
C -2.0036 0.0274 -0.2057 -2.0264 2.3026 -0.5389
H 1.6090 2.0729 -0.8920 -4.8930 -1.4028 1.9528
H 2.3451 1.0297 0.8127 -3.2257 -0.7457 0.6403
H 0.3111 0.6405 1.4443 2.7872 0.3049 -1.3925
H 1.7761 -1.6476 0.8989 -1.6834 2.8691 -2.3013
H 2.1557 -0.8753 -0.7791 -0.3460 0.7205 0.8019
H -1.7141 -1.8612 -0.6654 -0.1774 -1.3568 0.7082
H -1.0604 -1.2733 1.0473 0.3794 -1.1769 -0.7297
H -0.4751 1.3354 -0.5164 -2.9653 -0.4315 -1.6020
O 0.6350 1.7357 -0.3385 8.4285 0.3807 -0.3548
O 0.1862 -1.2351 -0.8271 0.1594 1.4285 3.8014
O -1.5671 1.1646 -0.6448 2.5797 -0.1922 0.1909
S -3.6537 0.1845 0.0927 0.6871 -1.9282 0.4193
```
Forces are in eV/Å.

Atom charges from the natural (NBO) analysis, given in e for atoms 1 to 6: -0.147 -0.127 -0.205 0.252 0.523 0.225

---

Record 4
The following is a quantum chemistry calculation of C4H8O3Sr as an isolated structure, from the OMol25 dataset.

energy relative to the best compared isomer or geometry (same formula, charge and spin): 42.0 kcal per mole
Kohn-Sham gap (spin up / spin down): 8.42 / 9.74 eV
2S+1: 2
highest occupied orbital energy (spin up / spin down): -12.3 / -13.8 eV
total charge: +1

Structure (XYZ):
```
16
Properties=species:S:1:pos:R:3:forces:R:3
O -1.3164 -0.6948 -2.3479 -0.9519 3.2554 -5.7201
C -1.4312 0.6216 -2.0536 -0.1258 0.9742 -0.9586
O -1.1520 0.7566 -0.6068 -0.1864 1.5769 0.4184
C 0.0947 1.3257 -0.2076 0.8866 1.1868 2.1039
C 0.6205 0.5598 0.9427 0.1014 -1.1083 -0.1740
O 0.5496 -0.8090 0.7471 1.5794 0.7141 1.2649
C 1.2123 -1.6148 1.7352 0.2076 0.0595 0.3044
Sr -1.0287 -1.5238 -0.6806 -0.6297 -5.9877 4.7738
H -2.4540 1.0152 -2.1788 0.3328 -0.1262 0.0236
H -0.7088 1.2675 -2.5854 -0.2215 -0.2037 0.1365
H 0.0865 2.2989 0.4110 -0.8344 -0.3982 -2.1348
H 0.6304 0.8883 1.9827 0.0617 -0.0143 -0.3148
H 1.0620 -2.6599 1.4510 0.0840 0.1387 0.1046
H 2.2800 -1.3691 1.7371 -0.2483 -0.1643 0.0572
H 0.7667 -1.4214 2.7185 0.1594 -0.0935 -0.1726
H 0.7885 1.3593 -1.0645 -0.2150 0.1907 0.2876
```
Forces are in eV/Å.

Atom charges from the Mulliken analysis, given in e for atoms 1 to 6: -1.025 0.100 -0.762 0.009 -0.400 -0.475

---

Record 5
The following is a quantum chemistry calculation of a 2-piece molecular cluster, C4H8O4 overall, from the OMol25 dataset.

energy relative to the best compared isomer or geometry (same formula, charge and spin): 48.4 kcal per mole
Kohn-Sham gap: 10.49 eV
2S+1: 1
highest occupied orbital energy: -10.1 eV

Structure (XYZ):
```
16
Properties=species:S:1:pos:R:3:forces:R:3
C -0.5047 -3.8269 -2.1668 -0.1590 0.5085 -0.3425
C -0.2255 -3.0561 -0.8726 -3.1701 2.0972 -0.1273
O -0.8343 -1.9636 -0.5755 3.6815 -5.1342 -0.6604
O 0.5048 -3.8528 -0.0382 0.2948 0.7662 0.5889
H -1.0750 -3.2364 -2.9034 0.3019 -0.1801 0.5048
H -1.1152 -4.6935 -1.8620 0.2032 0.2502 -0.2053
H 0.4156 -4.1970 -2.6491 -0.2840 0.1484 0.2793
H 0.8718 -4.7001 -0.4118 -0.8689 1.5578 -0.0267
C 0.3130 2.9071 1.6763 -0.7904 1.0139 0.2603
C 0.5940 4.2053 0.8709 3.7582 -2.0237 -1.2737
O 1.6303 4.2667 0.1519 -4.3832 0.9209 2.2896
O -0.2871 5.2125 1.1214 0.2361 -0.2177 0.1836
H 0.9259 1.9991 1.5480 0.0126 0.9448 -0.4628
H -0.7466 2.6406 1.5254 0.3336 -0.0037 0.2233
H 0.4399 3.2742 2.7086 -0.1922 -0.5038 -0.0287
H -0.9070 5.0210 1.8771 1.0259 -0.1447 -1.2024
```
Forces are in eV/Å.

Atom charges from the natural (NBO) analysis, given in e for atoms 1 to 6: -0.743 0.796 -0.573 -0.689 0.246 0.236

---

Record 6
The following is a quantum chemistry calculation of a 2-piece molecular cluster, C4H8O4 overall, from the OMol25 dataset.

energy relative to the best compared isomer or geometry (same formula, charge and spin): 79.5 kcal per mole
Kohn-Sham gap: 9.86 eV
2S+1: 1
highest occupied orbital energy: -9.5 eV

Structure (XYZ):
```
16
Properties=species:S:1:pos:R:3:forces:R:3
C -0.4022 -1.4998 -0.8534 0.2864 0.2370 -0.4841
C 0.5957 0.3730 1.1393 0.4736 -0.6413 -0.0484
C 1.5325 1.2712 0.3377 -0.1891 0.0537 -0.0255
C -0.8241 0.1569 0.6396 -1.3153 2.1046 1.7981
O -0.8133 -2.6007 -0.3135 -0.4108 -0.3496 -0.4837
O -1.0735 -1.1893 -1.9581 0.1761 -0.2469 0.0836
O -1.2929 1.0491 -0.3421 0.5955 -0.5196 -0.0045
O -1.6745 -0.3697 1.3334 1.0454 -0.0028 -1.2314
H -1.6291 -2.9453 -0.7356 0.1559 -0.0335 -0.0574
H -0.7476 -0.3070 -2.2268 -0.4031 -0.6627 0.1019
H -0.5535 1.4578 -0.8221 -0.0880 -0.0751 0.4449
H 1.0216 -0.6342 1.2096 -0.0382 0.2368 0.0592
H 0.5174 0.7387 2.1655 -0.2130 0.0606 -0.0638
H 1.6517 0.9075 -0.6889 0.0671 -0.0018 0.0860
H 2.5224 1.2848 0.8106 -0.2300 -0.0023 -0.1826
H 1.1698 2.3069 0.3047 0.0876 -0.1571 0.0076
```
Forces are in eV/Å.

Atom charges from the natural (NBO) analysis, given in e for atoms 1 to 6: 0.447 -0.514 -0.628 0.759 -0.641 -0.684

---

Record 7
The following is a quantum chemistry calculation of an isolated molecule of C4H8OS, from the OMol25 dataset.

energy relative to the best compared isomer or geometry (same formula, charge and spin): 27.1 kcal per mole
Kohn-Sham gap: 10.45 eV
2S+1: 1
highest occupied orbital energy: -9.5 eV

Structure (XYZ):
```
14
Properties=species:S:1:pos:R:3:forces:R:3
C -0.6393 -0.3896 -1.3784 0.2027 0.1301 0.0440
C 0.5558 0.3418 -0.7759 -0.0563 0.0236 0.2130
C 0.2299 0.8512 0.6060 -0.5275 -0.3164 -0.5576
O 1.2790 1.0569 1.5153 1.1396 0.7796 0.1850
C 0.4119 0.0142 1.7929 -0.8454 -0.5608 0.5227
S -0.7289 0.2103 3.1779 -0.0446 0.0545 -0.4067
H -0.9095 -1.2489 -0.7691 -0.0610 -0.0968 0.0305
H -0.4009 -0.7356 -2.3805 -0.0674 -0.0540 -0.0987
H -1.5001 0.2721 -1.4371 -0.1445 0.0194 -0.0503
H 0.8312 1.1899 -1.4062 0.0811 -0.0126 -0.0149
H 1.4178 -0.3253 -0.7140 0.0363 0.0591 0.0148
H -0.5552 1.6031 0.6560 0.0019 0.0201 0.0325
H 0.8171 -0.9882 1.7074 0.0950 0.0251 -0.1087
H 0.1952 0.0911 4.1275 0.1901 -0.0711 0.1944
```
Forces are in eV/Å.

Atom charges from the natural (NBO) analysis, given in e for atoms 1 to 6: -0.603 -0.423 0.068 -0.474 -0.081 -0.041

---

Record 8
The following is a quantum chemistry calculation of an isolated molecule of C4H8OS, from the OMol25 dataset.

energy relative to the best compared isomer or geometry (same formula, charge and spin): 54.2 kcal per mole
Kohn-Sham gap: 9.64 eV
2S+1: 1
highest occupied orbital energy: -8.9 eV

Structure (XYZ):
```
14
Properties=species:S:1:pos:R:3:forces:R:3
C -1.0169 1.7786 0.0577 0.5565 0.7581 -3.8260
C -0.6077 0.5527 0.3957 0.2529 0.9241 1.3004
C 0.1347 -0.5377 -0.4012 -0.3424 2.1077 0.2950
C -0.3426 -1.9186 -0.0104 -2.9741 1.6273 -2.8449
S 1.9346 -0.6226 0.2120 -1.4921 0.9686 -1.0539
O 2.4353 0.8871 -0.2579 -0.2045 0.5440 0.5566
H -1.4170 2.5339 0.6863 -0.3807 -0.0543 1.2218
H -0.9970 2.2763 -1.0026 0.2968 -1.5552 1.5800
H -0.7600 0.4876 1.4960 0.4294 -1.0689 -0.6503
H -0.0244 -0.1786 -1.5140 0.8936 -1.3499 1.9261
H -1.3203 -2.1145 -0.5756 1.1254 -0.0021 1.3912
H -0.3106 -2.1308 1.0025 -0.7549 0.1759 2.1964
H 0.3431 -2.5645 -0.3726 2.1297 -2.4876 -1.6979
H 1.9488 1.5511 0.2842 0.4644 -0.5878 -0.3946
```
Forces are in eV/Å.

Atom charges from the natural (NBO) analysis, given in e for atoms 1 to 6: -0.395 -0.220 -0.369 -0.630 0.493 -0.849

---

Number 1: energy -21251.88366 eV. Number 2: energy -21254.53610 eV. Number 3: energy -21250.31559 eV. Number 4: energy -11246.69661 eV. Number 5: energy -12467.06191 eV. Number 6: energy -12465.71307 eV. Number 7: energy -17159.27400 eV. Number 8: energy -17158.10094 eV.